1.
Density functional theory data (the ωB97M-V functional and the def2-TZVPD basis) for a structure of composition C6H7LiNaO3 at a distorted geometry.

Last column: natural (NBO) charge in e.
CARTESIAN COORDINATES (ANGSTROEM)
O -0.747335 2.396330 2.261722  -0.71
C -0.106266 1.013174 2.002992  -0.22
C 0.989942 1.779207 1.309350  0.46
O 1.602718 1.256399 0.365390  -0.67
H -1.361843 2.543716 1.539383  0.48
H -0.864810 0.225084 1.974885  0.27
H 0.427962 0.508191 2.830972  0.21
H 1.581576 2.451410 1.970702  0.19
Na 2.279058 -0.688553 -0.713253  0.97
C -1.993603 0.075936 -0.172983  -0.58
C -1.328259 -0.778519 -0.981713  0.10
C -0.568180 -1.553048 -1.626930  -0.27
C 0.366519 -2.341181 -2.220411  0.20
O 1.614687 -2.003610 -2.303419  -1.03
Li 2.858029 -2.423128 -3.564341  0.98
H -1.934037 1.146065 -0.386591  0.22
H -2.876925 -0.295511 0.353016  0.23
H 0.060767 -3.311961 -2.638771  0.17

Forces on the atoms, in the same order (eV/Å):
O -0.084 -1.661 1.404
C -0.444 3.334 1.960
C 2.734 -5.306 -0.953
O -0.485 1.351 -0.138
H -0.290 -0.262 -0.162
H 0.110 0.385 -2.180
H 0.018 1.447 0.890
H -1.146 0.446 -0.531
Na -0.540 0.550 0.359
C -0.375 -1.254 -1.803
C -0.362 1.205 1.319
C 0.913 -0.760 -0.676
C -2.475 0.232 1.046
O 2.264 0.174 -1.411
Li -0.526 -0.003 0.221
H 0.464 -0.250 0.573
H 0.084 0.251 -0.317
H 0.143 0.121 0.400

The value obtained for the LUMO energy (alpha / beta) is -4.37 / -4.37 eV. As for the total charge: +1. As for the maximum force: 6.0 eV Å⁻¹. The HOMO energy (alpha / beta) is -10.370 / -10.369 eV. As for the energy relative to the best compared isomer or geometry (same formula, charge and spin): 0.0 kJ/mol. The value obtained for the frontier orbital gap (alpha / beta) is 6.0 / 6.0 eV. The energy comes out at -628.0289 hartree.

2.
Density functional theory data (the ωB97M-V functional and the def2-TZVPD basis) for the ion C2H4ClN4S with charge +1.

Last column: natural (NBO) charge in e.
CARTESIAN COORDINATES (ANGSTROEM)
S 0.551990 -0.087448 2.259873  0.30
N 0.280605 -0.223072 0.585362  -0.35
N 1.107663 -1.024738 -0.175632  -0.34
C 0.668096 -0.979167 -1.411329  0.29
N -0.377380 -0.211105 -1.540205  -0.45
C -0.613322 0.262303 -0.311715  0.56
N -1.625391 1.096007 -0.094597  -0.57
Cl -2.082558 1.817276 1.349138  0.25
H 1.249936 1.067576 2.278195  0.15
H 1.899033 -1.536778 0.179121  0.46
H 1.118697 -1.521764 -2.218592  0.25
H -2.177370 1.340911 -0.899620  0.45

Forces on the atoms, in the same order (eV/Å):
S -0.183 -0.061 0.376
N 0.412 0.078 0.115
N 0.363 -0.221 -0.091
C 0.056 -0.212 -0.484
N -0.526 0.393 -0.242
C -0.348 0.231 0.342
N 0.047 -0.021 0.006
Cl 0.080 -0.057 0.057
H -0.006 -0.078 -0.285
H 0.000 0.095 0.502
H 0.206 -0.185 -0.148
H -0.102 0.038 -0.151

The value obtained for the LUMO energy is -3.66 eV. As for the total charge: +1. As for the maximum force: 0.7 eV Å⁻¹. The HOMO energy is -13.970 eV. The value obtained for the frontier orbital gap is 10.3 eV. The energy comes out at -1155.6982 hartree.

3.
Density functional theory data (the ωB97M-V functional and the def2-TZVPD basis) for a cluster of 2 separate species, H5O2 in total at a distorted geometry.

Last column: Löwdin spin population.
CARTESIAN COORDINATES (ANGSTROEM)
O 0.191783 -0.207341 -1.284607  0.36
H 0.912493 0.398689 -1.764335  0.20
H -0.217943 -0.810959 -1.967595  0.15
O -0.283275 0.140328 1.348532  0.16
H 0.555747 -0.222640 1.772170  0.03
H -0.395985 1.092623 1.655532  0.03
H -0.122372 0.078396 -0.207184  0.07

Forces on the atoms, in the same order (eV/Å):
O 0.744 1.301 1.307
H -0.471 -0.274 0.477
H -0.570 -0.290 0.125
O 0.967 0.888 0.691
H -1.358 0.796 -0.662
H 0.372 -1.609 -0.408
H 0.316 -0.812 -1.530

The value obtained for the LUMO energy (alpha / beta) is 0.50 / 0.18 eV. As for the maximum force: 2.0 eV Å⁻¹. The HOMO energy (alpha / beta) is -4.243 / -13.344 eV. As for the energy relative to the best compared isomer or geometry (same formula, charge and spin): 16.5 kJ/mol. Its expectation value of S² is 0.751. As for the spin multiplicity: 2. The value obtained for the frontier orbital gap (alpha / beta) is 4.7 / 13.5 eV. The energy comes out at -153.3242 hartree.

4.
Density functional theory data (the ωB97M-V functional and the def2-TZVPD basis) for a cluster of 5 separate species, C2H14O4S2 in total at a distorted geometry.

Last column: natural (NBO) charge in e.
CARTESIAN COORDINATES (ANGSTROEM)
C 1.766370 1.149283 3.026825  -0.78
S 2.708615 0.190023 1.772741  0.10
S 2.190801 0.958159 0.040335  0.05
C 1.157695 -0.441802 -0.785931  -0.75
H 1.530355 2.344661 2.874135  0.24
H 0.739571 0.858315 3.298588  0.22
H 2.302020 0.886131 3.974334  0.22
H 1.791056 -0.867851 -1.607101  0.23
H 0.725713 -1.240279 -0.097808  0.24
H 0.155752 0.017591 -1.011988  0.23
O -0.871041 3.001686 2.547607  -0.95
H -1.538083 2.834674 3.167912  0.47
H -0.381164 3.794498 2.805345  0.49
O -2.992667 -5.141436 -2.496531  -0.95
H -3.380694 -4.779507 -3.378119  0.47
H -2.091110 -5.353069 -2.595495  0.48
O -1.140519 -4.812481 -4.695866  -1.00
H -0.320334 -4.628610 -5.268463  0.51
H -1.862010 -5.379003 -4.945951  0.49
O -0.232366 5.562845 1.495067  -0.94
H 0.562272 5.255756 1.076319  0.47
H -0.820231 5.790415 0.804046  0.48

Forces on the atoms, in the same order (eV/Å):
C -1.051 1.908 1.141
S -0.065 0.399 1.793
S -1.229 -1.105 -1.806
C -1.075 0.319 0.952
H 1.575 -3.028 0.110
H 0.178 -0.645 -0.901
H 0.008 0.843 -0.722
H -1.107 0.473 0.653
H 1.575 0.843 -0.343
H 1.299 -0.084 -0.884
O 1.627 0.082 -1.420
H -1.345 -0.131 1.485
H -0.575 -0.015 -0.068
O -3.349 1.125 -1.616
H 1.577 -0.962 2.479
H 1.680 -0.070 -0.740
O 2.325 1.595 0.415
H -2.717 -1.225 0.738
H 0.487 -0.461 -1.275
O 0.596 0.078 1.489
H 0.531 -0.195 -0.408
H -0.946 0.254 -1.071

The value obtained for the LUMO energy is 0.49 eV. As for the maximum force: 3.9 eV Å⁻¹. The HOMO energy is -8.289 eV. As for the energy relative to the best compared isomer or geometry (same formula, charge and spin): 221.4 kJ/mol. The value obtained for the frontier orbital gap is 8.8 eV. The energy comes out at -1181.8497 hartree.